No. 1
{
  "formula": "C24H29F24IN2O5PS4",
  "method": "wB97M-V/def2-TZVPD",
  "species": ["C", "C", "O", "N", "C", "C", "C", "C", "C", "S", "C", "P", "O", "I", "S", "C", "S", "N", "S", "H", "H", "H", "H", "H", "H", "H", "H", "H", "H", "H", "H", "H", "H", "H", "H", "H", "C", "C", "C", "F", "F", "F", "F", "O", "C", "C", "F", "F", "F", "F", "H", "H", "H", "H", "C", "C", "C", "F", "F", "F", "F", "O", "C", "C", "F", "F", "F", "F", "H", "H", "H", "H", "C", "C", "C", "F", "F", "F", "F", "O", "C", "C", "F", "F", "F", "F", "H", "H", "H", "H"],
  "coordinates": [[-1.138725, -0.091805, 1.726260], [-1.296523, -1.620526, 1.156308], [-0.181582, -2.396251, 1.173932], [-2.541147, -2.244165, 0.565728], [-2.754180, -1.880810, -0.886944], [-1.396615, -1.475223, -1.711610], [-1.561880, -1.556794, -3.362174], [-0.452452, -0.678502, -4.188817], [1.107405, -1.121462, -3.951547], [1.953658, -0.667207, -2.312606], [1.578118, -2.673274, -4.192172], [0.848756, -4.082910, -3.130504], [0.802277, -5.611344, -4.034337], [2.382849, -4.362345, -1.226414], [3.432020, -2.329937, -3.880985], [3.287777, -0.802976, -5.020477], [4.769194, -0.205682, -6.000892], [1.984038, -0.324026, -4.940358], [1.559884, 1.059856, -5.943134], [-0.163698, -0.092562, 2.415202], [-2.059098, 0.175196, 2.398061], [-0.942022, 0.690400, 0.867451], [-2.408103, -3.294948, 0.670693], [-3.268281, -2.816467, -1.398363], [-3.538658, -1.009535, -0.934360], [-0.447972, -2.118283, -1.454443], [-1.153371, -0.343645, -1.432681], [-2.620273, -1.053906, -3.588147], [-1.626436, -2.692642, -3.681168], [-0.692097, -0.814072, -5.345605], [-0.678172, 0.459737, -3.952346], [1.772939, 0.715181, -2.136100], [1.499213, -2.994636, -5.315800], [0.849945, -5.397924, -5.020287], [5.563156, 0.499582, -5.040653], [1.521332, 0.623244, -7.306369], [6.748754, 4.111605, -5.701349], [5.654499, 4.101818, -4.620237], [4.225113, 3.950723, -5.142390], [3.875266, 4.939610, -5.998236], [3.339983, 3.996899, -4.111649], [5.789390, 5.213035, -3.846802], [5.918480, 3.042585, -3.792258], [7.191223, 5.393130, -6.154468], [6.366969, 6.014918, -7.141911], [5.653191, 7.269378, -6.626810], [4.930035, 7.025029, -5.505546], [4.780958, 7.752741, -7.553394], [5.516667, 5.085888, -7.643681], [7.197734, 6.346683, -8.163599], [7.639993, 3.666470, -5.241635], [6.512727, 3.443130, -6.538655], [4.093022, 2.991515, -5.645104], [6.374865, 8.062203, -6.393130], [-4.954738, -4.394605, 4.410979], [-5.629584, -4.190756, 3.043747], [-5.628377, -2.752008, 2.525465], [-6.253763, -1.894432, 3.365832], [-6.283694, -2.679264, 1.336649], [-6.888983, -4.703260, 3.093291], [-4.951051, -4.967686, 2.141982], [-5.810926, -4.391256, 5.555677], [-6.170628, -3.100483, 6.051234], [-7.656630, -2.776442, 5.863423], [-8.051004, -2.904180, 4.571895], [-7.928573, -1.493156, 6.227037], [-5.349097, -2.177874, 5.492878], [-5.867593, -3.113320, 7.374902], [-4.528884, -5.405659, 4.396640], [-4.087630, -3.736885, 4.549447], [-4.609740, -2.397911, 2.360401], [-8.282245, -3.441920, 6.471482], [1.271158, 0.114589, 6.553789], [0.596312, 0.318438, 5.186558], [0.597519, 1.757187, 4.668275], [-0.027867, 2.614762, 5.508642], [-0.057798, 1.829930, 3.479459], [-0.663087, -0.194065, 5.236101], [1.274845, -0.458491, 4.284792], [0.414970, 0.117938, 7.698487], [0.055268, 1.408711, 8.194044], [-1.430734, 1.732753, 8.006233], [-1.825108, 1.605014, 6.714705], [-1.702677, 3.016038, 8.369847], [0.876799, 2.331320, 7.635689], [0.358303, 1.395875, 9.517712], [1.697012, -0.896465, 6.539451], [2.138266, 0.772310, 6.692258], [1.616156, 2.111284, 4.503212], [-2.056349, 1.067274, 8.614292]],
  "forces_ev_per_angstrom": [[0.331, -0.933, 0.416], [5.115, -3.297, -0.584], [-6.471, 4.315, 0.223], [2.317, 0.166, 0.555], [-0.620, -0.206, -1.210], [0.513, 0.669, -0.698], [-1.173, 0.377, 0.930], [-0.882, -0.546, -0.372], [-1.242, 0.729, -0.002], [-1.444, 1.193, 0.975], [1.326, 1.041, -0.998], [-1.736, -1.430, 0.011], [1.069, 3.281, -0.772], [0.019, -0.032, -0.806], [-0.231, 1.299, -3.862], [-1.253, -1.177, 2.217], [-0.949, 0.295, 1.398], [4.144, -1.556, -2.088], [-0.355, 0.040, -0.581], [-2.399, -0.315, -1.851], [1.700, -0.319, -1.528], [-0.723, -1.668, 1.630], [0.131, 1.898, -0.371], [1.073, 1.921, 1.068], [1.639, -1.546, -0.054], [-2.099, 1.169, -0.023], [-0.335, -2.376, -0.586], [2.315, -1.127, 0.169], [0.279, 2.416, 0.502], [0.660, 0.223, 2.354], [1.003, -2.354, -0.348], [-0.532, -1.271, -0.727], [-0.054, 0.828, 1.947], [-0.013, -0.626, 1.699], [-1.416, -1.028, -0.610], [0.144, -0.279, 1.862], [1.020, -0.309, -0.141], [0.776, 1.162, 0.274], [-0.800, 0.196, 0.114], [-0.200, -0.728, 0.594], [0.215, -0.131, 0.112], [-0.323, -0.547, -0.330], [-0.364, -0.336, -0.353], [-1.696, 0.395, -0.568], [1.322, -1.683, -0.157], [-0.473, 1.109, 0.357], [0.527, 0.137, -0.308], [0.463, -0.491, -0.002], [0.261, 0.730, -0.363], [-0.521, 0.296, 0.646], [-0.217, 0.290, 0.121], [-0.243, 0.245, 0.175], [0.148, -0.124, -0.101], [0.074, -0.302, -0.134], [0.674, -0.726, 0.410], [-0.733, -0.669, 0.591], [-0.145, 0.567, -0.596], [0.230, -0.178, -0.723], [0.074, -0.279, 0.051], [0.389, 0.342, -0.161], [0.210, 0.513, 0.013], [-0.654, 1.771, -0.230], [1.956, -1.107, -0.155], [-1.185, 0.177, -0.110], [0.107, -0.216, 0.645], [0.513, -0.343, 0.074], [-0.502, 0.041, 0.801], [-0.629, 0.046, -0.470], [-0.348, 0.134, -0.076], [-0.362, 0.067, -0.166], [0.151, -0.103, 0.044], [0.333, 0.007, -0.002], [0.662, -0.707, 0.475], [-0.571, -0.695, 0.702], [-0.177, 0.677, -0.339], [0.307, -0.267, -0.840], [0.070, -0.045, 0.109], [0.299, 0.333, -0.213], [0.163, 0.526, 0.012], [-0.637, 1.726, -0.310], [1.969, -1.040, -0.024], [-1.182, 0.228, 0.002], [0.094, -0.227, 0.562], [0.522, -0.391, 0.045], [-0.511, 0.023, 0.772], [-0.653, 0.034, -0.547], [-0.345, 0.136, -0.087], [-0.366, 0.060, -0.170], [0.128, -0.104, 0.095], [0.331, 0.006, -0.005]],
  "gap_ev": 6.10,
  "total_energy_ha": -6045.68489,
  "total_charge": 1,
  "homo_energy_ev": -11.50,
  "molar_mass_g_mol": 1167.60
}

***

No. 2
{
  "formula": "C24H29F3N10OW",
  "method": "wB97M-V/def2-TZVPD",
  "species": ["W", "N", "C", "C", "N", "H", "H", "H", "H", "H", "H", "H", "H", "N", "C", "N", "C", "N", "N", "C", "N", "C", "C", "C", "C", "C", "N", "H", "H", "H", "H", "H", "H", "H", "H", "F", "C", "F", "F", "C", "C", "C", "N", "C", "C", "H", "H", "H", "H", "O", "C", "C", "C", "C", "C", "C", "C", "C", "N", "H", "H", "H", "H", "H", "H", "H", "H", "H"],
  "coordinates": [[0.003609, -0.131411, -0.018773], [-1.798439, -1.224135, 0.430248], [-1.724214, -2.399529, -0.520556], [-0.306698, -2.993031, -0.634824], [0.698957, -2.004994, -1.157275], [-1.742248, -1.618724, 1.366362], [-2.649762, -0.701879, 0.264205], [-2.025213, -2.068379, -1.509031], [-2.409576, -3.182336, -0.192926], [-0.291922, -3.859293, -1.296370], [-0.002208, -3.327156, 0.352796], [0.511789, -1.917804, -2.145680], [1.642689, -2.330048, -0.976448], [-1.810855, 3.453875, -0.699275], [-1.493374, 3.228589, 0.598292], [-1.771649, 4.252884, 1.380706], [-1.507825, 4.185416, 2.679236], [-1.811543, 5.266663, 3.426056], [-0.963073, 3.144983, 3.298696], [-0.672859, 2.147462, 2.493601], [-0.861426, 2.020068, 1.190160], [-0.020143, 0.946350, 3.078386], [0.262107, 0.900320, 4.436011], [0.914814, -0.195375, 4.949828], [1.286183, -1.221065, 4.096697], [0.956747, -1.101635, 2.768396], [0.321869, -0.058812, 2.236039], [-1.812455, 4.444986, -0.909225], [-1.289565, 2.753949, -1.353007], [-2.504425, 5.871723, 3.010160], [-1.937007, 5.073999, 4.408268], [-0.024391, 1.735159, 5.059584], [1.152360, -0.260654, 6.003098], [1.806004, -2.086416, 4.478598], [1.351587, -2.137258, 1.999723], [-2.536596, -0.252192, -7.197767], [-1.224931, -0.204363, -6.964629], [-0.654990, -1.266690, -7.544741], [-0.732970, 0.895880, -7.541906], [-0.925108, -0.195776, -5.481062], [0.388519, -0.148882, -5.044100], [0.631655, -0.143060, -3.684974], [-0.322514, -0.175443, -2.734722], [-1.579134, -0.216781, -3.194356], [-1.930018, -0.231118, -4.533080], [1.213546, -0.117659, -5.743022], [1.661666, -0.109906, -3.347067], [-2.355733, -0.221580, -2.441365], [-2.971982, -0.263250, -4.817758], [-1.103839, 0.992608, -0.729067], [2.545497, 0.581155, -0.647009], [3.384887, -0.477283, 0.068945], [4.761058, -0.386766, -0.076473], [5.610855, -1.297322, 0.534394], [5.094133, -2.328770, 1.296963], [3.725066, -2.471002, 1.470022], [3.189851, -3.623515, 2.273878], [2.868923, -1.536621, 0.864410], [1.453699, -1.638372, 1.021631], [3.185756, 1.281041, -1.174682], [1.944467, 1.182502, 0.069898], [1.883150, 0.132837, -1.396728], [5.183753, 0.410202, -0.674969], [6.680775, -1.203451, 0.407839], [5.767002, -3.039684, 1.758271], [4.004003, -4.237900, 2.649193], [2.549102, -4.263404, 1.662502], [2.614610, -3.299125, 3.141675]],
  "forces_ev_per_angstrom": [[-2.551, 3.069, -0.658], [1.463, -2.092, -0.662], [0.053, -0.290, -0.244], [-0.085, -0.131, 0.095], [-1.593, -0.260, 0.625], [-0.644, 0.329, 0.179], [0.019, 0.142, 0.379], [-0.233, 0.139, 0.070], [0.016, -0.067, -0.100], [-0.396, -0.092, 0.103], [0.216, -0.081, -0.051], [0.381, 0.056, -0.123], [-0.010, -0.201, -0.303], [2.375, -2.913, -1.094], [1.054, -0.866, 1.915], [-0.091, 0.084, -0.180], [-0.388, 0.594, 0.137], [-0.458, -0.372, -0.060], [0.424, -0.672, 0.524], [-0.139, -0.148, -0.868], [-0.857, 3.014, 0.402], [-0.157, -0.136, 0.051], [-0.002, 0.039, 0.028], [-0.205, 0.056, 0.132], [0.555, -1.016, -0.204], [-0.035, 2.685, -0.897], [-0.510, 1.140, 0.949], [-0.173, -0.186, -0.117], [-1.673, 1.988, 1.315], [0.180, 0.203, 0.027], [0.196, 0.185, 0.052], [0.004, 0.046, -0.102], [-0.004, -0.041, -0.003], [0.060, 0.052, 0.005], [-0.503, -1.540, -0.781], [-0.005, -0.002, 0.003], [-0.013, -0.004, -0.002], [0.015, -0.004, 0.002], [0.013, 0.004, -0.005], [-0.007, 0.005, 0.101], [0.043, 0.052, -0.099], [-0.026, 0.027, 0.158], [0.165, -0.318, -1.876], [0.046, 0.153, 0.279], [-0.046, 0.034, -0.034], [-0.009, 0.018, -0.010], [0.018, -0.034, 0.022], [-0.036, 0.116, 0.001], [0.006, -0.016, -0.021], [1.583, -2.203, -1.342], [-0.165, -0.771, 0.714], [0.065, 0.156, 0.168], [0.060, -0.111, -0.094], [-0.006, 0.047, -0.035], [0.037, 0.006, 0.003], [0.052, -0.127, -0.108], [-0.030, 0.000, -0.175], [0.056, 0.869, -0.378], [1.761, -0.818, 2.202], [-0.145, 0.145, 0.022], [0.128, 0.062, 0.060], [0.255, 0.060, -0.173], [-0.020, 0.003, -0.012], [0.000, 0.016, 0.010], [-0.031, -0.018, 0.020], [0.008, 0.011, 0.012], [-0.041, 0.003, 0.043], [-0.019, -0.079, -0.002]],
  "gap_ev": 6.46,
  "total_energy_ha": -1920.83953,
  "total_charge": 2,
  "homo_energy_ev": -13.26,
  "de_lowest_kcal_mol": 193.4,
  "molar_mass_g_mol": 714.40
}

***

No. 3
{
  "formula": "C24H29IN4O5S",
  "method": "wB97M-V/def2-TZVPD",
  "species": ["O", "C", "O", "C", "O", "C", "C", "S", "O", "O", "C", "C", "C", "C", "I", "H", "H", "H", "H", "H", "H", "H", "H", "H", "C", "C", "C", "N", "C", "H", "H", "H", "H", "H", "C", "C", "C", "N", "C", "H", "H", "H", "H", "H", "C", "C", "C", "N", "C", "H", "H", "H", "H", "H", "C", "C", "C", "N", "C", "H", "H", "H", "H", "H"],
  "coordinates": [[0.727297, -6.594502, 0.852774], [1.368432, -5.580583, 0.883404], [2.718367, -5.505091, 1.098069], [3.052068, -4.179567, 1.186933], [4.166508, -3.783443, 1.457425], [1.848303, -3.369966, 0.930995], [1.897057, -1.899256, 0.940149], [2.771342, -1.214506, -0.468157], [2.686401, -2.100495, -1.585925], [2.260825, 0.113333, -0.646373], [0.827955, -4.192082, 0.723235], [-0.605297, -4.000899, 0.430892], [-0.975913, -2.742576, -0.377131], [-1.814227, -1.787103, 0.486509], [-1.454219, 0.282088, 0.071794], [2.451327, -1.574977, 1.816514], [0.940179, -1.403733, 0.978231], [4.060316, -1.081942, -0.060582], [-1.192738, -4.062466, 1.336115], [-0.908450, -4.861620, -0.150504], [-1.608369, -3.029639, -1.201590], [-0.121279, -2.250077, -0.813078], [-2.858538, -2.006650, 0.342627], [-1.608815, -1.923338, 1.535740], [9.029017, -4.682647, 0.014012], [8.880976, -3.841411, 1.149400], [7.539269, -3.734559, 1.404980], [6.873120, -4.473543, 0.468896], [7.771842, -5.057152, -0.380118], [9.950997, -4.978537, -0.457123], [9.668339, -3.370635, 1.713377], [7.003485, -3.199032, 2.169160], [5.876099, -4.569668, 0.417451], [7.441718, -5.685833, -1.188906], [3.444645, 5.089427, 0.025289], [3.153713, 3.726918, 0.313965], [2.748015, 3.134904, -0.853367], [2.780770, 4.090726, -1.832236], [3.206224, 5.281978, -1.308035], [3.789186, 5.839455, 0.717129], [3.233747, 3.237843, 1.270434], [2.441146, 2.121504, -1.064851], [2.530021, 3.939765, -2.790255], [3.301718, 6.158293, -1.925502], [-5.055977, 4.897442, 0.510926], [-3.876248, 4.224113, 0.090614], [-3.457798, 3.449879, 1.137932], [-4.335848, 3.632383, 2.171646], [-5.315119, 4.508756, 1.798047], [-5.645579, 5.590717, -0.067289], [-3.393307, 4.299897, -0.868916], [-2.615338, 2.786728, 1.236023], [-4.270850, 3.189007, 3.067849], [-6.106862, 4.779184, 2.474824], [-8.612758, 1.722702, -2.333163], [-9.643322, 2.700896, -2.302413], [-9.110869, 3.834761, -1.749141], [-7.803001, 3.578302, -1.443350], [-7.490282, 2.296539, -1.797596], [-8.687567, 0.715169, -2.705876], [-10.656958, 2.584892, -2.646908], [-9.548648, 4.797068, -1.547674], [-7.166065, 4.227345, -1.019492], [-6.500186, 1.905515, -1.637807]],
  "forces_ev_per_angstrom": [[1.069, 0.751, 0.035], [-1.505, -0.679, -0.196], [0.536, -0.276, 0.225], [1.396, 0.603, 0.373], [-1.485, -0.644, -0.496], [-0.348, 0.160, -0.171], [0.849, -0.064, 0.471], [-0.610, 0.950, -0.708], [0.294, -0.749, 0.114], [0.104, 0.068, 0.393], [0.182, -0.284, 0.309], [-0.048, 0.077, -1.055], [-0.509, 0.239, 0.683], [0.420, -0.063, -0.226], [-0.124, -0.253, -0.043], [0.190, 0.213, 0.164], [-0.329, 0.113, -0.240], [-0.084, -0.348, 0.113], [-0.102, -0.027, 0.437], [-0.061, -0.403, -0.024], [-0.050, -0.166, -0.414], [0.351, 0.046, -0.064], [-0.399, 0.257, -0.051], [0.190, 0.148, 0.347], [0.020, -0.014, -0.009], [0.012, 0.008, 0.010], [-0.052, 0.027, -0.012], [0.136, -0.078, -0.123], [-0.041, 0.039, 0.011], [0.012, -0.006, -0.002], [0.010, 0.003, 0.008], [-0.004, 0.000, 0.015], [-0.013, 0.011, 0.131], [0.015, -0.007, -0.017], [0.011, -0.018, 0.040], [0.009, 0.009, -0.002], [-0.086, -0.032, -0.102], [0.045, 0.036, 0.086], [-0.040, -0.028, -0.063], [0.006, 0.006, 0.004], [-0.001, -0.004, 0.010], [0.076, 0.286, 0.037], [-0.004, -0.016, -0.049], [0.002, 0.017, 0.010], [-0.078, -0.006, -0.083], [-0.018, -0.024, -0.046], [0.025, 0.016, 0.076], [-0.006, 0.009, -0.090], [-0.007, -0.021, 0.052], [0.055, 0.090, 0.031], [0.009, 0.011, -0.006], [-0.048, 0.069, 0.024], [0.002, -0.025, 0.041], [-0.011, 0.021, -0.007], [-0.001, -0.009, -0.008], [-0.017, -0.004, -0.008], [0.039, 0.017, 0.031], [-0.055, 0.001, -0.065], [0.036, 0.004, 0.034], [-0.002, -0.010, -0.009], [-0.010, 0.000, -0.006], [-0.023, 0.002, -0.002], [0.062, -0.044, 0.071], [0.008, -0.006, 0.011]],
  "gap_ev": 6.42,
  "total_energy_ha": -2222.97046,
  "homo_energy_ev": -8.08,
  "molar_mass_g_mol": 612.49,
  "smiles": "O=C1OC(=O)C(C[SH](=O)=O)=C1CCCI.c1cc[nH]c1.c1cc[nH]c1.c1cc[nH]c1.c1cc[nH]c1"
}